(1)
Entry from the OMol25 dataset: a structure of composition C19H28IrN8OS (ωB97M-V/def2-TZVPD).

- total charge = +3
- LUMO level (eV) = -10.9
- highest occupied orbital energy (eV) = -17.0
- calculated total energy (eV) = -47771.3757
- Kohn-Sham gap (eV) = 6.034
- energy above the lowest of the compared OMol25 structures with the same formula, charge and spin (kcal/mol) = 31.60

Each line ends with the natural charge from an NBO analysis.
Atoms and positions in Å:
Ir 0.32 -0.59 1.15  1.226
S 0.59 0.71 -1.75  1.226
O 0.47 -0.61 -0.88  -0.975
N -0.02 -2.61 1.41  -0.476
N -0.95 3.31 1.52  0.232
N 0.39 -0.67 3.25  -0.560
N -0.64 4.62 1.38  -0.573
N -0.80 1.24 1.52  -0.464
N -2.19 2.93 1.71  -0.206
N 2.25 -1.27 1.34  -0.488
N -0.08 2.37 1.40  -0.075
C 1.80 -0.87 3.71  -0.264
C 1.49 0.82 -4.25  -0.208
C 1.53 0.45 -5.59  -0.183
C 0.67 0.10 -3.39  -0.220
C 1.12 -3.32 0.76  -0.251
C -2.15 0.69 -1.42  -0.250
C -0.02 -1.36 -5.14  -0.180
C 2.74 -0.57 2.56  -0.251
C -2.29 3.48 -1.60  -0.181
C -3.44 2.72 -1.42  -0.159
C -0.23 -2.99 2.86  -0.265
C -2.08 1.61 1.70  0.182
C -0.56 -1.74 3.66  -0.243
C 0.80 -0.65 -6.02  -0.131
C -1.01 1.46 -1.61  -0.217
C 2.39 -2.77 1.35  -0.266
C -1.06 2.85 -1.69  -0.239
C -0.08 -1.00 -3.81  -0.222
C -3.38 1.34 -1.33  -0.203
H -0.61 -2.19 -5.51  0.248
H -4.28 0.76 -1.22  0.247
H 1.91 -1.88 4.09  0.228
H -0.52 -1.94 4.73  0.262
H -1.36 5.22 1.75  0.435
H -2.91 0.94 1.82  0.255
H 3.24 -3.08 0.75  0.275
H -2.10 -0.39 -1.37  0.225
H -0.86 -2.87 0.88  0.436
H -2.35 4.55 -1.68  0.252
H 0.66 -3.50 3.21  0.231
H 2.15 1.00 -6.28  0.254
H -1.56 -1.39 3.42  0.231
H 0.04 0.21 3.62  0.430
H 0.88 -0.97 -7.05  0.253
H 2.76 -0.92 0.52  0.439
H 1.07 -3.06 -0.30  0.252
H 3.77 -0.86 2.79  0.268
H 2.09 1.64 -3.89  0.239
H 0.32 4.83 1.62  0.423
H -0.15 3.42 -1.84  0.245
H 2.75 0.50 2.34  0.239
H -4.40 3.22 -1.36  0.255
H -0.70 -1.55 -3.12  0.223
H 2.59 -3.09 2.37  0.230
H 2.02 -0.20 4.55  0.270
H -1.05 -3.70 2.94  0.274
H 1.05 -4.40 0.84  0.265

(2)
Entry from the OMol25 dataset: a cluster of 2 separate species, C6H7NO2S in total (ωB97M-V/def2-TZVPD).

- LUMO level (alpha / beta) (eV) = -1.3 / -1.3
- highest occupied orbital energy (alpha / beta) (eV) = -7.8 / -7.8
- calculated total energy (eV) = -22749.4391
- Kohn-Sham gap (alpha / beta) (eV) = 6.511 / 6.507
- energy above the lowest of the compared OMol25 structures with the same formula, charge and spin (kcal/mol) = 149.06

Each line ends with the natural charge from an NBO analysis.
Atoms and positions in Å:
S -0.66 0.44 1.45  0.499
O -2.25 1.28 -0.98  -0.433
O -0.73 0.82 -2.49  -0.446
N -1.28 0.67 -1.42  0.351
C 0.16 -0.45 0.21  -0.008
C 1.40 1.64 0.38  -0.190
C -0.30 -1.71 -0.11  -0.295
C 0.45 1.78 1.36  -0.364
C -1.01 -2.48 0.75  -0.305
C 1.24 0.35 -0.34  -0.575
H 0.27 2.53 2.00  0.227
H -1.25 -3.54 0.52  0.218
H 1.99 2.52 0.04  0.247
H 0.99 0.53 -1.58  0.356
H -1.08 -2.22 1.81  0.205
H 2.19 -0.30 -0.42  0.266
H -0.14 -1.85 -1.18  0.245

(3)
Entry from the OMol25 dataset: a structure of composition C4H6S2 (ωB97M-V/def2-TZVPD).

- LUMO level (eV) = 0.0
- highest occupied orbital energy (eV) = -8.7
- calculated total energy (eV) = -25914.9454
- Kohn-Sham gap (eV) = 8.674
- energy above the lowest of the compared OMol25 structures with the same formula, charge and spin (kcal/mol) = 7.97

Each line ends with the natural charge from an NBO analysis.
Atoms and positions in Å:
S -0.46 1.26 0.10  0.271
S 2.32 -0.19 -0.25  0.076
C 0.78 -0.09 0.08  -0.244
C -2.36 -0.58 -0.72  -0.616
C -1.47 -0.19 0.43  -0.339
C -0.24 -1.08 0.62  -0.503
H -0.15 -2.02 0.05  0.234
H -2.84 -1.51 -0.51  0.215
H -1.79 -0.61 -1.68  0.219
H 0.04 -1.32 1.65  0.249
H -2.06 -0.09 1.37  0.222
H -3.19 0.12 -0.80  0.218

(4)
Entry from the OMol25 dataset: the ion C5H8N with charge +1 (ωB97M-V/def2-TZVPD).

- SMILES string = CC([NH3+])=C1C=C1
- total charge = +1
- LUMO level (eV) = -3.5
- highest occupied orbital energy (eV) = -13.1
- calculated total energy (eV) = -6794.0005
- Kohn-Sham gap (eV) = 9.587
- energy above the lowest of the compared OMol25 structures with the same formula, charge and spin (kcal/mol) = 94.27

Each line ends with the natural charge from an NBO analysis.
Atoms and positions in Å:
N 0.28 1.01 1.32  -0.681
C -1.33 -0.40 -1.94  -0.065
C 0.01 -0.15 0.36  -0.017
C -0.53 0.12 -0.79  -0.028
C -1.41 0.90 -1.70  -0.116
C 1.07 -1.23 0.60  -0.629
H 0.79 1.67 0.85  0.423
H 1.53 -1.12 1.64  0.201
H -1.67 -1.34 -2.30  0.268
H -0.67 1.37 1.55  0.456
H -1.55 1.87 -2.01  0.253
H 1.86 -1.13 -0.10  0.230
H 0.72 -2.19 0.43  0.251
H 0.88 0.62 2.08  0.453

(5)
Entry from the OMol25 dataset: the molecule C4H6FNOS (ωB97M-V/def2-TZVPD).

- SMILES string = C=C(CF)N(S)C=O
- LUMO level (eV) = 0.6
- highest occupied orbital energy (eV) = -9.4
- calculated total energy (eV) = -21334.1750
- Kohn-Sham gap (eV) = 10.055
- energy above the lowest of the compared OMol25 structures with the same formula, charge and spin (kcal/mol) = 39.90

Each line ends with the natural charge from an NBO analysis.
Atoms and positions in Å:
S -1.22 -1.86 -0.32  0.213
F 1.46 -1.16 1.43  -0.354
O -2.87 0.30 0.83  -0.565
N -0.79 -0.30 0.09  -0.623
C 0.50 0.20 -0.14  0.132
C -1.68 0.48 0.78  0.527
C 0.69 1.41 -0.64  -0.402
C 1.63 -0.76 0.13  0.010
H 1.72 1.70 -0.86  0.217
H 1.58 -1.60 -0.58  0.188
H -1.26 1.34 1.31  0.134
H 2.61 -0.27 0.04  0.180
H -0.19 2.05 -0.79  0.216
H -2.18 -1.54 -1.28  0.129

(6)
Entry from the OMol25 dataset: a cluster of 3 separate species, C4H15NO3 in total (ωB97M-V/def2-TZVPD).

- total charge = +1
- expectation value of S² = 0.755
- LUMO level (alpha / beta) (eV) = -3.2 / -7.9
- highest occupied orbital energy (alpha / beta) (eV) = -14.1 / -14.1
- calculated total energy (eV) = -12014.7273
- Kohn-Sham gap (alpha / beta) (eV) = 10.934 / 6.178
- spin multiplicity = 2
- energy above the lowest of the compared OMol25 structures with the same formula, charge and spin (kcal/mol) = 25.53

Each line ends with the natural charge from an NBO analysis.
Atoms and positions in Å:
O 1.76 -2.43 0.19  -0.907
O 2.30 1.26 1.06  -0.714
O -1.96 -1.66 -3.70  -0.932
N 0.00 -0.05 1.36  -0.187
C 1.44 1.14 -0.05  -0.053
C -1.20 -0.77 1.70  -0.473
C -1.11 1.10 -0.61  -0.641
C -0.04 1.08 0.51  -0.121
H -0.57 1.18 -1.54  0.242
H 1.31 -1.85 0.83  0.438
H -1.88 -0.75 -3.38  0.458
H -1.73 0.21 -0.65  0.239
H 2.69 -2.22 0.35  0.481
H 1.75 0.24 -0.55  0.224
H -2.11 -0.23 1.48  0.256
H 2.44 2.19 1.30  0.496
H -1.68 2.02 -0.48  0.250
H 1.50 2.03 -0.69  0.210
H -0.12 2.04 1.03  0.277
H -1.15 -1.05 2.75  0.258
H -1.12 -1.89 -4.11  0.476
H 0.70 0.10 2.10  0.442
H -1.21 -1.69 1.10  0.280

(7)
Entry from the OMol25 dataset: a structure of composition C3H2FLiMgO3 (ωB97M-V/def2-TZVPD).

- total charge = +1
- expectation value of S² = 0.750
- LUMO level (alpha / beta) (eV) = -3.9 / -4.9
- highest occupied orbital energy (alpha / beta) (eV) = -11.4 / -13.3
- calculated total energy (eV) = -17647.3103
- Kohn-Sham gap (alpha / beta) (eV) = 7.541 / 8.478
- spin multiplicity = 2

Each line ends with the natural charge from an NBO analysis.
Atoms and positions in Å:
Mg 2.27 1.90 0.92  0.974
F -0.60 1.88 -1.45  -0.332
O 2.15 -0.29 -0.18  -0.674
O 0.38 -1.43 -1.04  -0.722
O 0.05 0.68 0.27  -0.771
C -0.98 1.10 -0.43  0.698
C -2.26 0.70 -0.35  -0.696
C 1.02 -0.67 -0.37  1.072
Li -1.47 -1.69 -1.38  0.969
H -2.99 1.09 -1.05  0.249
H -2.57 0.09 0.50  0.233

(8)
Entry from the OMol25 dataset: a structure of composition C44H38BBeF6O4PS2 (ωB97M-V/def2-TZVPD).

- total charge = +1
- expectation value of S² = 0.776
- LUMO level (alpha / beta) (eV) = -4.0 / -7.3
- highest occupied orbital energy (alpha / beta) (eV) = -9.6 / -9.6
- calculated total energy (eV) = -102776.8422
- Kohn-Sham gap (alpha / beta) (eV) = 5.623 / 2.320
- spin multiplicity = 2
- energy above the lowest of the compared OMol25 structures with the same formula, charge and spin (kcal/mol) = 34.49

Each line ends with the Löwdin charge.
Atoms and positions in Å:
S 2.06 0.26 -0.11  1.074
S -0.09 0.01 2.16  0.988
P -1.14 3.69 -0.40  0.288
F -1.76 5.08 -0.74  -0.063
F -2.28 3.23 0.59  -0.082
F -0.29 2.00 -0.03  -0.222
F -0.28 4.19 0.86  -0.103
F -1.84 2.88 -1.58  -0.091
F 0.15 3.88 -1.33  -0.117
O 1.99 -0.75 0.95  -0.502
O -1.26 0.62 2.78  -0.382
O -2.77 -1.35 -0.75  0.149
O -2.64 0.78 -0.04  0.073
C 2.33 1.06 3.10  -0.123
C 1.98 3.82 3.77  0.065
C 2.44 1.84 0.68  -0.250
C 6.06 0.07 -0.69  -0.011
C -7.58 2.60 -0.55  -0.042
C 0.64 -2.71 2.28  -0.074
C 1.19 -0.56 4.50  -0.030
C -7.56 1.39 0.40  -0.559
C 1.93 5.14 4.15  0.008
C -5.25 -1.52 -0.61  0.018
C 2.69 2.86 -0.24  -0.020
C -8.87 0.62 0.21  -0.067
C 2.84 4.15 0.17  0.068
C 6.20 0.20 -2.07  -0.251
C 3.35 0.26 5.20  -0.141
C 4.62 1.77 3.78  -0.016
C 2.27 6.15 3.25  -0.007
C 5.65 1.75 4.68  -0.047
C 2.33 3.45 2.46  -0.099
C 4.82 0.02 -0.10  -0.051
C 3.69 0.10 -0.90  -0.348
C -6.37 -0.77 -0.29  -0.022
C 5.04 0.23 -2.86  -0.015
C -6.31 0.58 0.12  -0.161
C -5.06 1.19 0.24  0.070
C -2.01 -3.51 2.11  -0.004
C 2.19 -0.51 5.43  0.032
C -1.30 -5.92 1.92  -0.039
C 4.42 0.28 6.12  -0.008
C -0.38 -1.77 2.26  -0.340
C -3.94 0.44 -0.06  -0.174
C -1.00 -4.47 2.09  -0.254
C -7.52 1.89 1.86  -0.043
C 2.34 2.09 2.03  -0.061
C -1.70 -2.17 2.19  -0.050
C 0.33 -4.05 2.20  -0.015
C 5.55 1.02 5.87  -0.054
C 3.43 1.05 4.02  -0.105
C 2.61 4.48 1.52  -0.146
C 3.79 0.19 -2.28  -0.067
C -4.02 -0.90 -0.51  -0.207
C 7.55 0.30 -2.71  -0.034
C 1.28 0.20 3.33  -0.232
C 2.60 5.82 1.95  0.045
B -1.88 -0.30 -0.49  -0.403
Be -0.32 0.53 0.02  0.162
H 4.33 -0.30 7.02  0.122
H -8.95 -0.22 0.89  0.085
H 4.71 -0.06 0.97  0.117
H 6.55 2.31 4.47  0.113
H 8.29 0.65 -2.00  0.083
H 1.63 5.40 5.16  0.126
H -1.06 -6.23 0.90  0.092
H 6.95 0.02 -0.07  0.122
H -7.60 2.25 -1.58  0.091
H 6.36 1.03 6.57  0.114
H 4.72 2.33 2.86  0.118
H -8.98 0.27 -0.82  0.086
H -8.47 3.19 -0.37  0.083
H 5.13 0.31 -3.93  0.124
H 7.86 -0.68 -3.07  0.096
H -6.64 2.48 2.07  0.075
H -3.04 -3.82 2.06  0.123
H -5.34 -2.55 -0.94  0.117
H 1.67 -2.40 2.36  0.104
H -4.94 2.21 0.55  0.122
H 1.12 -4.78 2.22  0.120
H 1.72 3.04 4.48  0.140
H -6.71 3.23 -0.43  0.076
H -2.48 -1.42 2.23  0.122
H 2.79 2.61 -1.29  0.130
H 0.31 -1.17 4.66  0.131
H 2.12 -1.09 6.34  0.130
H 3.05 4.93 -0.54  0.144
H 2.90 0.24 -2.88  0.122
H 2.25 7.18 3.56  0.124
H -7.33 -1.25 -0.36  0.099
H 2.86 6.59 1.24  0.134
H 7.53 0.98 -3.56  0.087
H -7.55 1.04 2.54  0.088
H -8.40 2.50 2.05  0.083
H -9.70 1.29 0.42  0.085
H -0.70 -6.53 2.59  0.084
H -2.36 -6.13 2.09  0.081

no.,F_max (eV/Å)
1,2.18
2,5.10
3,1.78
4,4.78
5,1.69
6,2.73
7,2.57
8,2.07